No. 1
Density functional theory data (ωB97M-V/def2-TZVPD) for 10 unconnected molecules or ions with the total composition C54H120Br4N6 at a distorted geometry.

Geometry (Å):
C (2.55310, 3.53445, 5.31393)
C (3.19337, 2.63340, 4.26143)
C (3.65613, 3.45104, 3.00810)
C (4.86740, 2.79605, 2.27290)
N (5.84417, 3.75949, 1.56889)
C (7.07780, 3.03011, 0.95118)
C (8.29133, 4.05105, 1.02414)
C (7.74533, 5.26296, 1.69897)
C (6.54505, 4.74049, 2.54041)
C (5.03068, 4.48577, 0.51687)
H (3.25945, 4.03999, 5.97241)
H (1.93415, 2.99809, 6.03317)
H (1.98640, 4.39918, 4.96872)
H (2.53911, 1.78604, 4.05643)
H (4.08133, 2.18004, 4.70200)
H (3.96748, 4.42341, 3.38976)
H (2.73724, 3.68873, 2.47213)
H (4.54504, 2.02700, 1.57095)
H (5.42972, 2.28487, 3.05429)
H (6.84518, 2.70091, -0.06155)
H (7.16468, 2.11346, 1.53453)
H (8.64530, 4.27936, 0.01881)
H (9.09669, 3.62364, 1.62149)
H (7.33099, 5.82538, 0.86225)
H (8.46461, 5.80060, 2.31676)
H (5.85156, 5.55123, 2.76376)
H (6.75658, 4.19577, 3.46053)
H (5.71316, 4.97469, -0.17831)
H (4.33409, 5.18751, 0.97561)
H (4.46853, 3.72069, -0.01862)
C (2.15293, -0.15676, 0.19660)
C (1.16370, 0.01257, 1.41790)
C (0.14693, -1.11337, 1.40704)
C (-0.96953, -0.90727, 2.37993)
N (-1.90060, -2.12594, 2.62841)
C (-2.94637, -2.21425, 1.45441)
C (-4.33858, -2.21351, 2.05821)
C (-4.14173, -1.45834, 3.41577)
C (-2.79634, -1.96702, 3.85006)
C (-1.09197, -3.40850, 2.63829)
H (2.51418, -1.18490, 0.21985)
H (2.93934, 0.58885, 0.31369)
H (1.58791, -0.00491, -0.72308)
H (0.57585, 0.91300, 1.23972)
H (1.59514, 0.19783, 2.40159)
H (0.69612, -2.03254, 1.61107)
H (-0.42881, -1.19436, 0.48506)
H (-1.54510, -0.01894, 2.11979)
H (-0.58062, -0.80749, 3.39329)
H (-2.84582, -3.11335, 0.84644)
H (-2.65570, -1.35462, 0.85055)
H (-4.62715, -3.22160, 2.35582)
H (-5.02589, -1.84199, 1.29817)
H (-4.80184, -1.70222, 4.24816)
H (-4.31915, -0.38442, 3.35812)
H (-2.79486, -2.98445, 4.24114)
H (-2.33049, -1.36298, 4.62866)
H (-0.20851, -3.23679, 3.25320)
H (-0.80405, -3.64484, 1.61392)
H (-1.70617, -4.22497, 3.01808)
C (2.31001, 3.00163, -6.61102)
C (1.04953, 2.97184, -5.76911)
C (1.38772, 3.02124, -4.31488)
C (0.27036, 3.42900, -3.32795)
N (0.76504, 3.84646, -1.86204)
C (-0.31957, 4.42280, -0.94025)
C (0.31576, 5.56365, -0.17603)
C (1.76775, 5.63352, -0.48855)
C (1.82679, 4.94391, -1.86369)
C (1.26545, 2.48252, -1.15593)
H (3.03365, 3.79342, -6.41736)
H (1.96182, 3.12109, -7.63698)
H (2.92752, 2.11610, -6.46059)
H (0.51796, 2.04238, -5.97317)
H (0.26044, 3.68443, -6.00920)
H (2.32988, 3.54632, -4.15762)
H (1.71390, 1.99934, -4.12141)
H (-0.55991, 2.73965, -3.17451)
H (-0.11733, 4.41660, -3.57787)
H (-0.78172, 3.66930, -0.30249)
H (-1.08868, 4.82139, -1.60185)
H (0.12986, 5.49405, 0.89574)
H (-0.02955, 6.52934, -0.54522)
H (2.34426, 5.16759, 0.31061)
H (2.06463, 6.68231, -0.49137)
H (2.76375, 4.43203, -2.08318)
H (1.43048, 5.54305, -2.68349)
H (1.86632, 2.72545, -0.27955)
H (1.90552, 1.93748, -1.84972)
H (0.34359, 1.93240, -0.96712)
C (-1.54430, -4.97553, -1.26193)
C (-2.48969, -4.28315, -2.22444)
C (-1.89396, -2.91218, -2.61357)
C (-0.66330, -2.99963, -3.62188)
N (-0.15817, -1.57075, -4.00377)
C (0.91845, -1.87741, -5.14115)
C (2.18863, -2.25196, -4.35697)
C (2.12480, -1.30560, -3.16438)
C (0.69043, -0.92823, -2.86771)
C (-1.28304, -0.63113, -4.47847)
H (-1.85999, -5.95762, -0.90986)
H (-1.43424, -4.41360, -0.33445)
H (-0.51799, -5.08833, -1.61128)
H (-3.50577, -4.20015, -1.83871)
H (-2.76478, -4.81605, -3.13463)
H (-1.67555, -2.25977, -1.76813)
H (-2.65936, -2.41357, -3.20826)
H (-1.07924, -3.56504, -4.45579)
H (0.25563, -3.50113, -3.31831)
H (1.05873, -0.95190, -5.69959)
H (0.66193, -2.65348, -5.86228)
H (3.14474, -2.18651, -4.87627)
H (2.20786, -3.27987, -3.99483)
H (2.58386, -0.35174, -3.42423)
H (2.73076, -1.74864, -2.37405)
H (0.65646, 0.16114, -2.85254)
H (0.29851, -1.29856, -1.92043)
H (-1.90996, -1.24017, -5.12973)
H (-0.76642, 0.19772, -4.96242)
H (-1.97541, -0.42845, -3.66137)
C (-2.43189, -6.03527, 6.37907)
C (-1.24341, -6.94495, 5.98003)
C (-0.54439, -6.46922, 4.71044)
C (0.74378, -7.29283, 4.44458)
N (1.53319, -6.80829, 3.22769)
C (2.67291, -7.78745, 3.00753)
C (3.60651, -7.04783, 2.07571)
C (3.57148, -5.62468, 2.76387)
C (2.25778, -5.42982, 3.36218)
C (0.58048, -6.76512, 2.01694)
H (-3.32525, -6.08189, 5.75631)
H (-2.21953, -4.96634, 6.35919)
H (-2.82493, -6.30326, 7.35978)
H (-1.68749, -7.93630, 5.88991)
H (-0.58290, -7.07427, 6.83741)
H (-0.28854, -5.41871, 4.84851)
H (-1.31290, -6.56723, 3.94370)
H (0.56948, -8.36325, 4.33544)
H (1.38533, -7.23952, 5.32417)
H (2.29304, -8.72613, 2.60420)
H (3.11149, -8.04488, 3.97162)
H (3.23704, -6.97541, 1.05279)
H (4.55180, -7.58924, 2.03821)
H (3.81787, -4.88931, 1.99795)
H (4.35653, -5.55749, 3.51705)
H (1.65276, -4.65960, 2.88385)
H (2.23224, -5.21522, 4.43054)
H (-0.05229, -5.87871, 2.06152)
H (0.03263, -7.70720, 2.03851)
H (0.99908, -6.84677, 1.01384)
C (-7.11001, 0.58343, 0.39172)
C (-7.28029, 1.53718, -0.84815)
C (-6.02161, 2.16573, -1.48964)
C (-6.45026, 3.28854, -2.43468)
N (-5.24730, 4.17191, -2.85637)
C (-5.76496, 5.37061, -3.73952)
C (-5.22804, 5.28229, -5.12014)
C (-4.04620, 4.26521, -4.92810)
C (-4.49440, 3.27074, -3.87009)
C (-4.30091, 4.64377, -1.69304)
H (-6.87402, 1.03284, 1.35632)
H (-6.22445, -0.04160, 0.27667)
H (-7.95239, -0.09314, 0.53575)
H (-7.99035, 2.29555, -0.51831)
H (-7.78735, 1.04044, -1.67533)
H (-5.38697, 1.45363, -2.01713)
H (-5.47516, 2.56291, -0.63422)
H (-7.08061, 3.92284, -1.81145)
H (-6.98659, 2.82231, -3.26116)
H (-5.43776, 6.27136, -3.22020)
H (-6.85319, 5.42510, -3.70966)
H (-4.81980, 6.19695, -5.55007)
H (-5.85076, 4.89549, -5.92680)
H (-3.10316, 4.73714, -4.65233)
H (-3.74922, 3.76785, -5.85143)
H (-3.68700, 2.76928, -3.33647)
H (-5.19480, 2.54077, -4.27589)
H (-3.68082, 3.83067, -1.31560)
H (-4.89511, 5.14947, -0.93193)
H (-3.66761, 5.38241, -2.18440)
Br (2.13222, -4.11858, -0.16382)
Br (0.57780, -2.33812, 5.90062)
Br (-2.51085, 0.88547, -0.86843)
Br (-3.71380, -6.08143, 2.00532)

Summary:
<S²>   0.7506
Charge   +1
Spin multiplicity   2
HOMO (alpha / beta)   -4.65 / -7.74 eV

No. 2
Density functional theory data (ωB97M-V/def2-TZVPD) for 7 unconnected molecules or ions with the total composition C54H120F2N7O4S2 at a distorted geometry.

Geometry (Å):
N (-0.54449, -0.40489, -0.38929)
S (-0.40761, -0.61237, 1.04957)
O (0.92282, -0.48082, 1.66978)
O (-1.33546, -1.49689, 1.67025)
F (-1.09743, 0.83083, 1.39653)
S (0.29624, -1.74423, -0.75654)
O (-0.29918, -3.05380, -0.49485)
O (1.75161, -1.62089, -0.86939)
F (-0.04200, -1.64798, -2.39952)
C (-5.34962, 2.71578, 0.58993)
C (-5.02484, 1.23727, 0.37958)
C (-5.12738, 0.79018, -1.09428)
N (-5.04470, -0.76580, -1.16036)
C (-3.92869, -1.40089, -0.33151)
C (-3.79296, -2.84487, -0.49822)
C (-3.49451, -3.24129, -1.91583)
C (-4.57261, -2.71655, -2.87554)
C (-4.79502, -1.14042, -2.62896)
C (-6.47603, -1.28083, -0.79798)
H (-4.84733, 3.43521, -0.05678)
H (-4.98325, 2.94365, 1.59090)
H (-6.37919, 3.04577, 0.45128)
H (-5.73299, 0.63064, 0.94407)
H (-4.06759, 1.01736, 0.85224)
H (-4.19733, 1.06474, -1.59200)
H (-5.93558, 1.18545, -1.70964)
H (-3.00053, -0.94012, -0.66965)
H (-4.10699, -1.15210, 0.71462)
H (-2.95470, -3.17322, 0.11626)
H (-4.71719, -3.33871, -0.19818)
H (-2.46708, -3.06189, -2.23252)
H (-3.65535, -4.31837, -1.86952)
H (-4.19240, -2.90132, -3.88023)
H (-5.47673, -3.32137, -2.80588)
H (-3.89196, -0.56558, -2.83426)
H (-5.70512, -0.76988, -3.10066)
H (-7.21109, -0.75142, -1.40421)
H (-6.54261, -0.95666, 0.24057)
H (-6.42467, -2.35680, -0.96459)
C (6.27492, -2.65820, -8.54934)
C (4.84763, -2.07361, -8.67325)
C (4.56767, -1.29382, -7.37664)
N (3.05886, -0.81888, -7.19918)
C (2.73114, 0.12334, -5.95820)
C (3.02647, -0.70939, -4.64674)
C (2.41206, -2.16259, -4.61112)
C (2.28930, -2.89594, -5.95095)
C (2.07341, -2.01475, -7.18557)
C (2.70828, 0.02332, -8.41737)
H (6.32626, -3.38318, -7.73702)
H (6.91304, -1.81271, -8.29236)
H (6.63736, -3.21335, -9.41453)
H (4.20590, -2.93541, -8.85648)
H (4.83817, -1.36880, -9.50468)
H (5.09671, -0.34395, -7.29938)
H (4.76142, -1.65644, -6.36717)
H (3.39627, 0.98553, -6.00637)
H (1.71789, 0.47325, -6.15563)
H (4.10429, -0.76573, -4.49435)
H (2.69659, -0.11115, -3.79738)
H (3.07753, -2.73251, -3.96271)
H (1.42992, -2.09925, -4.14263)
H (3.28319, -3.30699, -6.12786)
H (1.52440, -3.66055, -6.08657)
H (2.22342, -2.59495, -8.09606)
H (1.11327, -1.50798, -7.08849)
H (1.67744, 0.35710, -8.29879)
H (2.75357, -0.65970, -9.26564)
H (3.38997, 0.86803, -8.51668)
C (-4.55111, -0.50539, 9.86628)
C (-4.31672, -0.73352, 8.37317)
C (-3.48831, -2.06762, 8.20463)
N (-3.21972, -2.55239, 6.72585)
C (-2.46241, -1.48746, 5.93858)
C (-2.01787, -1.90589, 4.56702)
C (-1.22048, -3.19492, 4.60656)
C (-1.88983, -4.34279, 5.38094)
C (-2.52955, -3.95055, 6.79340)
C (-4.59979, -2.77452, 6.05674)
H (-3.67433, -0.00651, 10.27916)
H (-4.74004, -1.41586, 10.43503)
H (-5.36090, 0.20127, 10.04782)
H (-3.95143, 0.16932, 7.88373)
H (-5.35625, -0.81157, 8.05471)
H (-3.92992, -2.91099, 8.73549)
H (-2.48834, -1.90015, 8.60477)
H (-1.58124, -1.30570, 6.55389)
H (-3.13060, -0.62630, 5.93346)
H (-1.47108, -1.06170, 4.14695)
H (-2.81520, -2.09554, 3.84841)
H (-0.28244, -2.94726, 5.10341)
H (-1.10487, -3.56745, 3.58874)
H (-1.12997, -5.10586, 5.54957)
H (-2.61030, -4.82054, 4.71702)
H (-1.73500, -3.84097, 7.53150)
H (-3.23372, -4.65510, 7.23597)
H (-5.24676, -3.40772, 6.66386)
H (-4.41047, -3.30047, 5.12098)
H (-4.95263, -1.77370, 5.80782)
C (-1.89526, -0.57963, -5.26326)
C (-0.95077, 0.55802, -4.78470)
C (-1.41532, 1.13577, -3.34064)
N (-0.70249, 2.45895, -2.94687)
C (-1.01830, 3.56679, -3.94770)
C (-0.77023, 4.91755, -3.43097)
C (-1.32543, 5.26223, -1.99558)
C (-0.87781, 4.22179, -1.00955)
C (-1.22490, 2.80009, -1.45498)
C (0.77050, 2.20989, -2.79195)
H (-1.55962, -0.76797, -6.28306)
H (-2.95139, -0.38274, -5.44744)
H (-1.90060, -1.39135, -4.53582)
H (-0.82642, 1.21035, -5.64905)
H (0.02270, 0.11131, -4.58239)
H (-1.20012, 0.41684, -2.55013)
H (-2.48152, 1.32770, -3.22029)
H (-2.07469, 3.45875, -4.19358)
H (-0.44191, 3.28292, -4.82820)
H (-1.10913, 5.75521, -4.04055)
H (0.30623, 5.08454, -3.46915)
H (-2.41331, 5.19550, -2.00814)
H (-0.95008, 6.22722, -1.65500)
H (-1.36311, 4.33949, -0.04066)
H (0.19403, 4.26628, -0.81658)
H (-2.31266, 2.77578, -1.52029)
H (-0.81062, 2.11819, -0.71235)
H (1.18811, 3.13863, -2.40316)
H (1.10379, 2.02225, -3.81263)
H (0.89986, 1.32007, -2.17586)
C (1.75525, -0.56321, 5.22096)
C (1.25768, 0.85411, 5.56169)
C (1.32515, 1.90607, 4.42267)
N (0.70644, 3.27721, 4.78807)
C (-0.78841, 3.19940, 5.16573)
C (-1.67481, 2.65945, 3.96879)
C (-1.52964, 3.57595, 2.75563)
C (-0.07526, 3.74142, 2.34006)
C (0.86869, 4.08628, 3.48349)
C (1.48948, 3.97153, 5.91597)
H (1.56481, -1.24776, 6.04753)
H (2.82188, -0.56401, 4.99648)
H (1.07006, -0.89778, 4.44206)
H (1.97758, 1.17499, 6.31459)
H (0.28866, 0.75274, 6.05041)
H (0.94164, 1.49271, 3.48985)
H (2.32705, 2.19390, 4.10417)
H (-0.95112, 2.62972, 6.08066)
H (-1.08606, 4.22233, 5.39615)
H (-1.28013, 1.72915, 3.56031)
H (-2.69728, 2.60529, 4.34256)
H (-2.09074, 3.29599, 1.86407)
H (-2.01212, 4.53435, 2.94742)
H (0.24162, 2.82864, 1.83555)
H (0.18500, 4.55972, 1.66867)
H (1.91773, 4.11691, 3.18907)
H (0.65689, 5.12412, 3.74067)
H (2.54335, 3.81409, 5.68647)
H (1.14873, 3.53461, 6.85463)
H (1.19511, 5.02098, 5.90554)
C (3.61691, 3.36083, -0.05038)
C (4.33005, 2.11622, -0.48239)
C (4.13935, 0.92231, 0.50888)
N (5.08063, -0.37549, 0.17175)
C (5.15058, -0.64423, -1.33101)
C (5.89962, -1.93252, -1.60270)
C (5.30947, -3.08953, -0.82223)
C (5.20653, -2.80357, 0.68549)
C (4.50543, -1.49627, 0.98100)
C (6.57427, -0.15786, 0.58450)
H (3.96486, 3.54676, 0.96571)
H (2.53208, 3.43320, 0.02720)
H (3.85817, 4.15113, -0.76124)
H (5.36741, 2.37193, -0.69822)
H (3.88841, 1.90389, -1.45604)
H (3.07419, 0.69193, 0.48795)
H (4.38303, 1.27860, 1.50977)
H (4.17553, -0.46514, -1.78413)
H (5.67283, 0.22164, -1.73796)
H (5.80400, -2.27549, -2.63291)
H (6.96963, -1.89688, -1.39796)
H (4.37066, -3.47036, -1.22436)
H (5.90960, -3.99922, -0.84297)
H (4.58013, -3.51093, 1.22896)
H (6.19070, -2.76934, 1.15276)
H (3.47875, -1.53478, 0.61693)
H (4.45715, -1.15634, 2.01551)
H (7.10577, 0.65475, 0.08922)
H (7.16368, -1.07308, 0.52904)
H (6.43029, 0.11875, 1.62894)

Summary:
Charge   +5
Spin multiplicity   1
HOMO   -20.00 eV

The records above give, respectively, molecular weight values of 1173.2 1033.7 g/mol.
The records above give, respectively, DFT total energy values of -12753.5871 -3808.0095 a.u..
The records above give, respectively, ΔE to the lowest compared entry with this formula, charge and spin values of 166.5 391.8 kJ/mol.